Model 1:
{
  "formula": "C6H11NO2",
  "method": "the ωB97M-V functional and the def2-TZVPD basis",
  "charge": 0,
  "elements": ["C", "C", "C", "C", "N", "C", "C", "O", "O", "H", "H", "H", "H", "H", "H", "H", "H", "H", "H", "H"],
  "coordinates": [[0.050, 0.328, 1.417], [-1.382, 0.441, -0.720], [2.595, -1.365, -0.772], [-2.772, 0.870, -0.240], [1.785, -0.430, -0.028], [-0.319, 1.110, 0.117], [0.894, -0.838, 0.924], [0.120, 2.210, -0.114], [0.653, -1.998, 1.165], [2.046, 0.543, -0.086], [-0.825, -0.065, 1.932], [0.651, 0.980, 2.051], [-1.254, 0.760, -1.758], [-1.281, -0.643, -0.646], [3.620, -1.378, -0.397], [2.159, -2.355, -0.650], [2.608, -1.095, -1.828], [-2.867, 1.955, -0.264], [-3.537, 0.437, -0.880], [-2.945, 0.534, 0.782]]
}

---

Model 2:
{
  "formula": "C6H11NO2",
  "method": "the ωB97M-V functional and the def2-TZVPD basis",
  "charge": 0,
  "elements": ["C", "C", "C", "C", "C", "C", "N", "O", "O", "H", "H", "H", "H", "H", "H", "H", "H", "H", "H", "H"],
  "coordinates": [[-0.861, 2.222, -0.965], [0.636, -1.865, -1.061], [-1.860, -0.833, 1.519], [-1.045, 1.057, -0.126], [1.004, -0.889, 0.021], [-1.240, 0.068, 0.555], [2.227, 1.175, 0.275], [1.530, 0.293, -0.593], [1.319, -1.169, 1.156], [3.215, 0.931, 0.212], [1.919, 0.927, 1.221], [-1.243, 2.040, -1.970], [0.201, 2.461, -1.030], [-1.381, 3.076, -0.525], [1.392, -1.850, -1.842], [0.521, -2.866, -0.653], [-0.314, -1.562, -1.497], [-2.463, -1.584, 1.006], [-1.073, -1.348, 2.072], [-2.484, -0.286, 2.226]]
}

---

Model 3:
{
  "formula": "C6H11NO2",
  "method": "the ωB97M-V functional and the def2-TZVPD basis",
  "charge": 0,
  "elements": ["C", "C", "C", "C", "C", "C", "H", "H", "H", "H", "H", "H", "H", "H", "H", "H", "H", "N", "O", "O"],
  "coordinates": [[1.687, -0.447, -2.108], [0.711, -1.348, -0.187], [-1.045, -0.359, 1.101], [-2.089, -1.076, 0.915], [-1.062, 1.195, 1.026], [-0.163, 2.180, 0.478], [2.850, -0.807, -1.870], [1.398, -1.406, -2.744], [1.964, 0.462, -2.750], [-0.183, -1.918, -0.767], [1.621, -2.086, -0.117], [-3.126, -0.628, 0.576], [-1.802, -2.304, 1.097], [-2.084, 1.692, 0.828], [-0.734, 3.077, 0.366], [0.774, 2.060, 0.047], [0.410, 1.031, 2.058], [-0.267, 1.872, 1.887], [0.848, -0.180, -0.989], [0.293, -1.010, 1.152]]
}

---

Each structure's energy above the most stable one, in kcal/mol: model 1 0.0; model 2 85.5; model 3 147.1.

---

Model 1:
{
  "formula": "C6H11NO2",
  "method": "the ωB97M-V functional and the def2-TZVPD basis",
  "charge": 0,
  "elements": ["C", "C", "C", "C", "C", "N", "C", "O", "O", "H", "H", "H", "H", "H", "H", "H", "H", "H", "H", "H"],
  "coordinates": [[0.340, 0.018, 0.166], [0.629, -1.382, -0.407], [1.619, 0.877, 0.150], [-0.200, -0.122, 1.593], [-0.643, 0.723, -0.781], [-1.513, 1.599, -0.274], [-0.675, -1.869, -1.068], [-0.646, 0.542, -2.048], [-1.484, -2.567, -0.521], [-2.165, 2.039, -0.905], [-1.715, 1.646, 0.709], [0.997, -2.072, 0.359], [1.380, -1.307, -1.198], [-0.787, -0.872, -2.104], [1.448, 1.835, 0.642], [1.945, 1.056, -0.874], [2.416, 0.362, 0.686], [-0.383, 0.843, 2.067], [0.546, -0.626, 2.208], [-1.109, -0.722, 1.599]]
}

---

Model 2:
{
  "formula": "C6H11NO2",
  "method": "the ωB97M-V functional and the def2-TZVPD basis",
  "charge": 0,
  "elements": ["C", "C", "C", "C", "C", "N", "C", "O", "O", "H", "H", "H", "H", "H", "H", "H", "H", "H", "H", "H"],
  "coordinates": [[1.463, -0.916, -0.220], [-2.075, 0.370, -1.046], [-1.250, -0.306, 1.239], [1.547, 0.493, 0.523], [-0.985, -0.270, -0.236], [1.627, 1.556, -0.304], [0.100, -0.764, -0.847], [1.718, -1.991, 0.625], [1.494, 0.578, 1.728], [1.637, -1.677, 1.537], [2.237, -0.907, -0.990], [1.706, 1.456, -1.301], [1.712, 2.478, 0.095], [0.101, -0.818, -1.929], [-1.868, 0.311, -2.110], [-2.139, 1.422, -0.765], [-3.047, -0.081, -0.849], [-0.636, -1.044, 1.745], [-1.047, 0.664, 1.694], [-2.296, -0.554, 1.410]]
}

---

Each structure's energy above the most stable one, in kcal/mol: model 1 26.2; model 2 0.0.

---

Model 1:
{
  "formula": "C6H11NO2",
  "method": "the ωB97M-V functional and the def2-TZVPD basis",
  "charge": 0,
  "elements": ["C", "C", "C", "C", "N", "C", "C", "O", "O", "H", "H", "H", "H", "H", "H", "H", "H", "H", "H", "H"],
  "coordinates": [[1.480, 0.243, 0.593], [0.668, 1.432, 1.016], [-0.236, 0.895, -1.342], [-0.043, 0.483, 0.090], [-2.246, -0.717, 0.031], [-0.127, -1.926, 0.309], [-0.915, -0.640, 0.619], [2.451, 0.416, -0.426], [0.338, -2.238, -0.794], [2.434, -0.373, -1.005], [1.772, -0.410, 1.410], [-2.163, -0.941, -0.962], [-2.707, 0.188, 0.096], [-0.163, -2.659, 1.132], [0.972, 2.397, 0.622], [0.357, 1.458, 2.055], [-1.000, -0.564, 1.708], [0.502, 1.632, -1.672], [-0.132, 0.017, -1.993], [-1.240, 1.306, -1.487]]
}

---

Model 2:
{
  "formula": "C6H11NO2",
  "method": "the ωB97M-V functional and the def2-TZVPD basis",
  "charge": 0,
  "elements": ["C", "C", "C", "C", "C", "N", "C", "O", "O", "H", "H", "H", "H", "H", "H", "H", "H", "H", "H", "H"],
  "coordinates": [[0.091, -0.249, -1.811], [-2.030, 0.891, -0.094], [-0.436, 0.962, 1.872], [1.767, 0.211, -0.005], [0.296, 0.076, -0.356], [1.720, -2.177, -0.311], [-0.655, 0.601, 0.433], [1.985, -1.122, 0.587], [2.367, 1.168, 0.370], [0.791, -2.511, -0.105], [2.331, -2.937, 0.022], [0.997, -0.093, -2.377], [-0.206, -1.287, -1.968], [-0.660, 0.358, -2.320], [-2.002, 1.682, -0.860], [-2.700, 1.240, 0.698], [-2.481, 0.003, -0.562], [-0.882, 1.936, 2.092], [0.609, 1.018, 2.160], [-0.903, 0.231, 2.534]]
}

---

Each structure's energy above the most stable one, in kcal/mol: model 1 0.0; model 2 22.7.

---

Model 1:
{
  "formula": "C3H4N4",
  "method": "the ωB97M-V functional and the def2-TZVPD basis",
  "charge": 0,
  "elements": ["C", "C", "C", "H", "H", "H", "H", "N", "N", "N", "N"],
  "coordinates": [[-0.753, -0.141, -0.143], [1.073, -1.177, -0.313], [0.403, 0.817, 0.225], [-1.880, 1.250, -0.122], [-0.718, -2.199, -0.458], [1.631, -2.190, -0.175], [-0.981, 1.708, 0.956], [-1.970, 0.200, -0.388], [-0.226, -1.424, -0.275], [1.631, -0.065, -0.025], [0.224, 1.922, 0.857]]
}

---

Model 2:
{
  "formula": "C3H4N4",
  "method": "the ωB97M-V functional and the def2-TZVPD basis",
  "charge": 0,
  "elements": ["C", "C", "N", "N", "N", "C", "N", "H", "H", "H", "H"],
  "coordinates": [[-0.356, -0.127, 0.210], [0.625, -0.184, -0.856], [-1.631, -0.521, 0.268], [0.426, 0.204, 1.253], [0.653, 0.013, -2.096], [1.752, 0.377, 0.484], [2.851, 0.753, 0.673], [-2.122, -0.734, -0.585], [-2.050, -0.840, 1.129], [0.101, 0.782, 2.025], [-0.250, 0.277, -2.506]]
}

---

Each structure's energy above the most stable one, in kcal/mol: model 1 0.0; model 2 29.6.

---

Model 1:
{
  "formula": "C3H10N3",
  "method": "the ωB97M-V functional and the def2-TZVPD basis",
  "charge": 1,
  "elements": ["C", "C", "C", "N", "N", "N", "H", "H", "H", "H", "H", "H", "H", "H", "H", "H"],
  "coordinates": [[-3.101, -0.723, 0.064], [-0.698, 0.368, -0.316], [-2.181, 0.292, 0.250], [0.174, 1.550, -0.062], [1.404, 1.488, -0.066], [2.823, -0.911, 0.230], [-4.175, -0.779, 0.430], [-2.976, -1.686, -0.528], [-0.295, -0.539, -0.064], [-1.018, 0.709, -1.273], [-2.626, 1.094, 0.689], [1.929, 0.514, 0.195], [1.819, 2.383, 0.009], [3.689, -0.927, 0.730], [2.964, -1.121, -0.754], [2.268, -1.713, 0.466]]
}

---

Model 2:
{
  "formula": "C3H10N3",
  "method": "the ωB97M-V functional and the def2-TZVPD basis",
  "charge": 1,
  "elements": ["C", "C", "C", "N", "N", "N", "H", "H", "H", "H", "H", "H", "H", "H", "H", "H"],
  "coordinates": [[-0.565, 0.101, -0.831], [-0.254, 0.296, 0.915], [1.477, 1.498, -0.426], [0.692, 0.313, -0.166], [-0.880, -1.271, -1.005], [-0.409, -1.035, 1.441], [-1.137, 0.892, -1.285], [-0.669, 1.159, 1.400], [2.195, 1.611, 0.382], [2.015, 1.351, -1.359], [0.871, 2.406, -0.499], [-0.178, -1.790, -1.530], [-1.805, -1.428, -1.390], [-0.709, -1.563, 0.407], [-1.118, -1.108, 2.172], [0.472, -1.434, 1.775]]
}

---

Model 3:
{
  "formula": "C3H10N3",
  "method": "the ωB97M-V functional and the def2-TZVPD basis",
  "charge": 1,
  "elements": ["C", "C", "C", "N", "N", "N", "H", "H", "H", "H", "H", "H", "H", "H", "H", "H"],
  "coordinates": [[2.508, 0.380, -0.833], [2.588, -0.109, 0.410], [-2.198, -0.446, -0.610], [-1.122, -0.954, -0.187], [-2.791, 0.686, -0.230], [-0.404, -0.516, 0.908], [2.258, 1.376, -1.117], [2.768, -0.166, -1.746], [2.908, -1.155, 0.410], [2.499, 0.635, 1.342], [-2.790, -1.038, -1.362], [-3.494, 1.068, -0.846], [-2.372, 1.397, 0.359], [0.745, -0.762, 0.850], [-0.684, -0.951, 1.754], [-0.419, 0.556, 0.897]]
}

---

Model 4:
{
  "formula": "C3H10N3",
  "method": "the ωB97M-V functional and the def2-TZVPD basis",
  "charge": 1,
  "elements": ["C", "C", "C", "N", "N", "N", "H", "H", "H", "H", "H", "H", "H", "H", "H", "H"],
  "coordinates": [[1.252, 0.972, 0.360], [-1.493, 0.818, -0.138], [-0.730, -0.385, -0.018], [1.426, -1.450, 0.209], [0.598, -0.212, 0.102], [-1.321, -1.550, -0.231], [0.851, 1.688, -0.374], [1.044, 1.333, 1.358], [2.317, 0.898, 0.242], [-2.582, 0.724, -0.048], [-1.063, 1.730, 0.411], [-1.396, 1.307, -1.188], [1.603, -1.940, -0.597], [-0.614, -2.314, -0.322], [-2.084, -1.685, -0.882], [2.058, -1.111, 0.882]]
}

---

Each structure's energy above the most stable one, in kcal/mol: model 1 51.3; model 2 3.8; model 3 36.8; model 4 0.0.

---

Model 1:
{
  "formula": "C3H10N3",
  "method": "the ωB97M-V functional and the def2-TZVPD basis",
  "charge": 1,
  "elements": ["C", "C", "C", "N", "N", "N", "H", "H", "H", "H", "H", "H", "H", "H", "H", "H"],
  "coordinates": [[-0.938, 0.080, 1.119], [-0.566, 0.298, -0.333], [1.832, -0.285, -0.774], [-1.553, 1.143, 0.334], [-1.502, -1.157, 1.477], [0.774, 0.763, -0.842], [-0.114, 0.416, 1.860], [-0.840, -0.302, -1.105], [1.846, -0.776, 0.227], [1.692, -1.241, -1.472], [2.707, 0.150, -1.286], [-2.494, 1.191, -0.031], [-1.395, -1.389, 2.398], [-2.317, -1.457, 0.909], [0.806, 1.206, -1.795], [0.868, 1.606, -0.323]]
}

---

Model 2:
{
  "formula": "C3H10N3",
  "method": "the ωB97M-V functional and the def2-TZVPD basis",
  "charge": 1,
  "elements": ["C", "C", "N", "H", "H", "H", "H", "H", "N", "C", "N", "H", "H", "H", "H", "H"],
  "coordinates": [[1.652, 0.585, -0.982], [1.643, -0.760, -1.010], [0.620, -1.492, -1.593], [0.861, 1.128, -1.491], [2.528, 1.130, -0.665], [2.465, -1.360, -0.643], [-0.179, -0.910, -1.796], [0.336, -2.371, -1.189], [-0.124, 0.330, 1.541], [-1.416, 0.280, 1.406], [-2.135, 1.033, 0.599], [0.551, 0.707, 0.849], [0.255, -0.209, 2.310], [-1.970, -0.444, 1.993], [-3.136, 0.951, 0.659], [-1.753, 1.851, 0.142]]
}

---

Each structure's energy above the most stable one, in kcal/mol: model 1 55.5; model 2 0.0.

---

Model 1:
{
  "formula": "CH3O4",
  "method": "the ωB97M-V functional and the def2-TZVPD basis",
  "charge": 1,
  "elements": ["C", "O", "O", "O", "O", "H", "H", "H"],
  "coordinates": [[-0.378, 0.079, -0.143], [0.459, 0.279, 0.875], [-1.278, 0.964, -0.410], [-0.152, -1.023, -0.795], [1.286, -0.840, 0.925], [2.054, -0.327, 1.202], [-0.642, -0.995, -1.637], [-1.349, 1.864, -0.017]]
}

---

Model 2:
{
  "formula": "CH3O4",
  "method": "the ωB97M-V functional and the def2-TZVPD basis",
  "charge": 1,
  "elements": ["C", "O", "O", "O", "O", "H", "H", "H"],
  "coordinates": [[-0.551, 0.200, 0.125], [2.732, 0.181, -0.052], [-1.750, -0.375, -0.193], [0.580, -0.673, 0.297], [1.592, 0.168, -0.405], [-0.589, 0.689, 1.177], [-0.472, 1.048, -0.507], [-1.543, -1.238, -0.442]]
}

---

Model 3:
{
  "formula": "CH3O4",
  "method": "the ωB97M-V functional and the def2-TZVPD basis",
  "charge": 1,
  "elements": ["C", "O", "O", "O", "O", "H", "H", "H"],
  "coordinates": [[0.021, 0.095, -0.454], [0.164, -0.835, 0.486], [0.066, 1.357, -0.105], [-0.231, -0.148, -1.742], [0.468, -0.480, 1.932], [-0.167, -0.877, 2.615], [-0.004, -1.177, -1.893], [-0.316, 2.064, -0.838]]
}

---

Each structure's energy above the most stable one, in kcal/mol: model 1 0.0; model 2 156.9; model 3 20.7.

---

Model 1:
{
  "formula": "C2H4O2S",
  "method": "the ωB97M-V functional and the def2-TZVPD basis",
  "charge": 0,
  "elements": ["C", "C", "O", "O", "S", "H", "H", "H", "H"],
  "coordinates": [[0.956, -0.726, -1.367], [-0.541, 1.131, 0.749], [1.296, 0.130, -2.125], [-0.483, -1.641, 1.221], [-0.925, -0.757, 0.154], [1.237, -1.825, -1.173], [-1.129, 1.073, 1.683], [-0.914, 1.647, -0.053], [0.502, 0.968, 0.910]]
}

---

Model 2:
{
  "formula": "C2H4O2S",
  "method": "the ωB97M-V functional and the def2-TZVPD basis",
  "charge": 0,
  "elements": ["C", "C", "O", "O", "S", "H", "H", "H", "H"],
  "coordinates": [[1.040, 0.330, 0.189], [0.524, 0.884, -0.884], [1.432, 0.342, 2.798], [-2.023, -1.169, -0.582], [1.629, -0.393, 1.544], [-1.153, -1.385, -0.815], [-0.432, 0.419, -1.077], [0.911, 1.704, -1.444], [-1.929, -0.733, 0.270]]
}

---

Each structure's energy above the most stable one, in kcal/mol: model 1 7.0; model 2 0.0.